# 1
The following is a DFT calculation (ωB97M-V with the def2-TZVPD basis set) of a structure of composition C25H34FN3O2.

```
65
Properties=species:S:1:pos:R:3:forces:R:3:nbo_charge:R:1
O 5.424710 1.525143 -0.242526 6.82 4.04 -6.28 -0.40
H 3.639780 3.818352 0.855736 1.15 1.83 1.35 0.22
C 3.989294 0.724795 0.815933 -5.84 -7.96 5.69 0.08
C 1.286091 0.034851 -0.424516 -3.13 3.84 -2.68 -0.28
H 10.593223 -1.173626 -1.523029 -0.69 -0.35 -0.43 0.23
H -4.013323 -0.227083 -1.009003 -0.35 -0.17 1.82 0.26
H -2.979679 -1.802489 1.321790 0.67 1.67 -1.79 0.41
H -1.248273 -0.585903 2.561521 0.37 -0.47 -1.20 0.21
H -6.802345 2.451014 -0.768315 -2.62 14.28 -2.61 0.19
C -0.373876 -0.761827 1.821097 2.49 6.39 13.32 -0.48
H 2.649949 0.664270 2.466825 0.03 3.72 6.54 0.18
H 2.687303 -0.849135 1.831202 -0.35 -1.03 -0.41 0.20
C 7.868373 0.993700 -1.114000 3.64 -9.76 1.25 -0.17
N 1.512293 0.798117 0.789783 -2.51 -2.47 3.98 -0.43
C -4.262833 -0.696947 0.022129 7.17 9.90 0.69 -0.17
C -5.161802 1.550747 0.329844 -5.01 13.97 -7.20 -0.37
C 0.162298 0.707331 1.755901 11.63 -9.35 2.11 -0.14
H -3.913316 0.795020 1.574734 -1.55 -0.86 0.03 0.22
H -7.054566 1.041055 -2.571912 -0.09 0.07 1.51 0.21
C 8.756730 -1.749135 -0.640214 -3.84 -3.83 4.58 -0.23
H 1.494218 -2.095654 0.237696 -1.76 2.18 -2.49 0.12
C 9.546846 -0.895976 -1.333738 2.16 -4.54 1.61 -0.29
C 7.443862 -1.457013 0.058088 5.87 5.61 -6.46 0.44
C 4.300501 1.808978 0.228597 -3.97 4.06 1.19 0.25
C 3.450194 3.087299 0.159749 -0.41 -2.02 -4.94 -0.65
C 2.552823 0.191387 1.655322 3.37 0.38 -8.94 -0.21
C -5.129307 -1.621295 -0.148889 -6.88 -14.01 -0.76 -0.29
H 0.386977 -1.847943 -1.164017 -2.58 -4.56 -7.31 0.18
C 9.210247 0.315064 -1.553687 -5.98 8.67 -0.53 -0.18
H 2.377073 2.789529 0.341895 1.27 -0.01 -0.45 0.27
C -1.771481 -0.783654 -0.189671 -1.14 -2.57 2.31 0.70
H -5.284910 2.511839 0.965227 -0.31 -1.40 -0.23 0.20
H 2.157642 -0.171659 -0.963864 1.97 1.13 -0.94 0.22
H -4.481910 2.176671 -0.466710 -0.62 -2.76 1.62 0.22
H -7.143993 -2.349101 -0.226853 -0.76 -2.26 -0.09 0.22
H -7.958999 -0.757363 -1.627231 -1.48 -0.37 -0.43 0.21
C 5.804117 0.250217 -0.134785 -7.32 2.98 4.35 0.37
H 0.295756 -1.214873 2.648662 -0.49 -0.19 -1.70 0.22
C 0.685414 -1.255969 -0.521737 2.22 -1.29 14.89 -0.25
O -1.752989 -0.298330 -1.306347 0.50 0.07 1.10 -0.61
H -7.145590 -0.822226 0.557482 1.23 -1.26 -1.93 0.17
H 9.076983 -2.788476 -0.394347 0.17 0.83 -0.47 0.21
H 0.509296 0.755390 -1.013297 2.10 -1.37 0.66 0.20
C -6.687598 1.612062 -0.593327 5.88 -8.54 11.35 -0.41
H -0.893458 -2.535571 0.848953 0.41 1.22 -0.06 0.24
H 9.832847 0.842601 -2.219542 0.72 1.23 -0.35 0.20
H -5.507600 0.065851 1.587603 -5.57 -3.23 5.04 0.20
F 6.692410 -2.211336 0.714319 -1.25 -2.49 1.53 -0.25
N 4.931897 -0.257346 0.663663 -1.62 -1.88 0.33 -0.44
H 0.398903 1.279914 2.603674 0.67 -0.32 1.80 0.20
H 7.484391 1.887803 -1.470540 -0.63 1.39 -0.30 0.22
H -4.777424 -2.400678 -1.205761 -0.88 1.82 3.25 0.19
C 7.023613 -0.129696 -0.352800 8.00 0.79 -3.21 -0.14
H -6.562927 -1.384005 -2.440235 0.05 1.17 0.95 0.21
H -5.103198 -2.439456 0.969776 0.08 1.95 -3.11 0.15
H -7.222524 1.090892 0.098985 -2.73 0.02 2.68 0.20
C -6.904620 -0.806908 -1.517498 -2.65 4.49 -6.64 -0.42
H -0.420127 1.202537 1.368633 -10.90 9.02 -7.84 0.14
C -6.664299 -1.450662 -0.383572 3.10 0.32 8.96 -0.39
C -4.897708 0.505625 1.034237 12.24 -5.11 -1.34 -0.43
H 3.543500 3.462569 -1.009062 -0.32 -0.46 3.12 0.21
H -5.502656 0.644678 -2.076621 -1.51 1.02 1.28 0.17
C -0.638049 -1.440483 0.759222 -0.19 -3.74 -13.37 -0.30
N -2.922090 -1.097068 0.512067 -2.16 -0.50 0.13 -0.64
C -6.586095 0.773579 -1.552687 4.13 -8.90 -14.57 -0.37
```
Positions in Å, forces in eV/Å.

Results
**HOMO energy**: -7.79 eV
**HOMO-LUMO gap**: 8.03 eV
**Maximum force**: 17.56 eV/A
**ΔE to the lowest compared entry with this formula, charge and spin**: 2500.1 kJ/mol

=====

# 2
The following is a DFT calculation (ωB97M-V with the def2-TZVPD basis set) of a cluster of 2 separate species, C6H5BFIO8S in total.

```
23
Properties=species:S:1:pos:R:3:forces:R:3:nbo_charge:R:1
O -3.205811 -2.098482 -3.327680 1.76 0.00 0.32 -0.53
O -1.081959 -3.197989 -4.925293 0.03 0.88 1.62 -0.53
C 1.298000 -1.726819 -0.188531 -0.06 -4.10 2.62 0.65
O 0.640146 -0.439357 -1.946531 0.92 0.15 1.27 -0.63
C -0.954203 -2.632854 -3.851236 2.66 -2.16 -3.41 0.65
H -1.145368 2.461036 1.770513 2.20 -0.55 0.71 0.25
O 1.887759 -2.064857 0.824971 -0.66 0.75 -1.23 -0.54
C -0.167416 2.072945 2.291056 -1.25 -3.16 0.11 0.08
O -1.512483 -1.536624 -1.936185 0.00 -0.28 -0.65 -0.65
O 2.167672 0.453203 -0.536363 -0.70 -0.66 -0.09 -0.60
C -0.480662 1.807125 3.878259 -0.48 -0.53 0.31 -0.69
H -0.233907 2.715737 4.586650 -0.35 -1.80 -1.63 0.25
H -1.653087 1.601108 3.970495 2.64 0.52 -0.38 0.27
H 0.053985 0.812484 4.250901 -0.92 2.35 -0.99 0.28
C -2.017248 -2.082543 -3.051616 -4.21 1.36 1.69 0.65
F 0.209443 0.784551 1.665219 -0.95 3.39 1.51 -0.33
S 1.180672 3.331419 1.948202 -0.08 0.21 -0.55 0.29
I 0.594706 4.206562 -0.286458 0.51 -0.75 0.96 0.33
C 1.438042 -0.466481 -0.869886 0.55 3.82 -2.06 0.67
H 2.406605 2.660011 1.799189 -1.33 -0.08 -0.26 0.27
O 0.223292 -2.435376 -3.242085 -0.82 0.12 -0.05 -0.64
B -0.059588 -1.727266 -1.989558 -0.32 -0.47 -0.35 1.13
O 0.411413 -2.497537 -0.834031 0.85 0.99 0.52 -0.62
```
Positions in Å, forces in eV/Å.

Results
**HOMO energy**: -9.20 eV
**HOMO-LUMO gap**: 4.71 eV
**Maximum force**: 4.87 eV/A
**ΔE to the lowest compared entry with this formula, charge and spin**: 202.9 kJ/mol

=====

# 3
The following is a DFT calculation (ωB97M-V with the def2-TZVPD basis set) of a structure of composition C3H4S2.

```
9
Properties=species:S:1:pos:R:3:forces:R:3:nbo_charge:R:1
C -1.071947 -0.155011 -0.042672 -2.46 0.99 0.97 -0.55
C 0.206332 0.682211 0.029077 0.38 -0.11 -1.58 -0.48
S 2.684701 -0.703996 0.001024 0.15 -0.24 -0.33 0.02
S -0.204670 -1.665323 0.014888 0.26 -2.40 -0.04 0.40
H -1.640220 -0.143704 -0.958666 -0.24 0.56 -0.26 0.22
C 1.082538 -0.580937 -0.081227 1.35 1.73 1.02 -0.32
H 0.299610 1.188051 0.966287 0.30 0.11 0.70 0.24
H -1.780139 -0.070359 0.833582 0.72 0.21 -1.00 0.22
H 0.423798 1.449064 -0.762290 -0.46 -0.84 0.52 0.24
```
Positions in Å, forces in eV/Å.

Results
**HOMO energy**: -8.57 eV
**HOMO-LUMO gap**: 8.56 eV
**Maximum force**: 2.82 eV/A
**ΔE to the lowest compared entry with this formula, charge and spin**: 41.9 kJ/mol

=====

# 4
The following is a DFT calculation (ωB97M-V with the def2-TZVPD basis set) of a structure of composition C37H55As4BrCdN7O2S.

```
108
Properties=species:S:1:pos:R:3:forces:R:3:nbo_charge:R:1
H -2.886736 1.997352 0.789727 0.00 0.02 -0.04 0.24
H 1.351420 3.360939 -5.358029 -0.01 0.01 0.05 0.22
H 3.069073 4.089962 5.549374 0.02 -0.02 -0.02 0.23
C 1.213155 3.109193 -4.313049 0.02 0.02 -0.03 -0.20
C 2.086620 3.608774 -3.351262 0.06 0.01 -0.05 -0.20
H 0.252805 -2.646211 -4.842803 -0.04 0.00 0.03 0.22
H -0.447112 3.876176 2.248338 -0.03 -0.04 0.05 0.23
C -2.899450 -0.508171 -4.214021 -0.05 0.06 0.05 -0.24
C -1.739601 -0.256726 -3.486840 -0.04 -0.08 -0.06 -0.34
H 5.620795 0.403971 -1.869356 0.01 0.02 0.06 0.42
C -3.625688 4.512701 -3.448274 -0.05 -0.02 0.01 -0.20
C -2.547700 1.704823 1.782476 -0.01 -0.08 0.04 -0.95
O -2.745397 -2.784773 3.432011 0.37 0.41 0.12 -0.43
C -2.933305 -1.536040 -5.151060 0.07 -0.04 0.02 -0.22
H -0.549360 1.946950 -4.678911 0.02 -0.03 -0.04 0.23
H 2.711480 -4.859129 -1.251424 -0.05 0.00 -0.01 0.23
C 1.880476 -3.100898 2.628939 -0.13 -0.02 0.00 -0.93
H 0.720959 2.106992 6.021603 0.00 -0.04 0.01 0.21
H 3.722507 0.188372 6.096643 0.04 0.02 -0.05 0.21
C -0.346625 1.249841 3.675590 0.23 -0.31 -0.02 -0.69
N -2.334855 -2.178986 2.443244 0.30 -0.30 0.21 0.64
H 3.997075 0.108715 2.154585 -0.01 0.03 -0.02 0.23
H -3.909011 -2.871384 -2.023542 0.09 -0.05 -0.07 0.38
H 2.173461 1.655576 2.590750 0.03 0.04 -0.07 0.21
N 5.390132 0.328996 -2.841853 -0.02 0.01 -0.06 -0.79
H -5.269488 -3.770835 -0.283086 -0.19 -0.07 0.01 0.38
H 4.027304 -1.225156 0.998161 0.00 0.02 0.00 0.25
H -4.727507 -1.610919 -1.335289 -0.08 0.07 -0.08 0.36
C -0.976581 -3.751972 -1.207028 -0.10 0.02 -0.06 -0.17
C -4.312550 2.043635 -2.418546 0.06 -0.04 0.04 -0.17
H 0.744090 2.171128 -0.608345 0.03 -0.04 -0.04 0.21
C -0.602944 -1.025462 -3.735880 -0.04 0.00 0.10 -0.16
C 1.314656 -3.295947 -0.761219 -0.13 -0.06 -0.05 -0.23
H 4.602370 -0.406966 4.667758 -0.01 0.04 0.00 0.23
C 2.086077 1.855044 3.663483 -0.04 -0.22 0.08 -0.73
H 2.898770 4.263930 -3.643651 -0.02 -0.06 0.00 0.22
C -1.806194 -2.318811 -5.369433 -0.04 0.01 0.00 -0.21
H -3.066532 0.790179 2.070636 0.05 0.00 0.00 0.23
H 3.133526 -0.879815 -4.747692 -0.02 -0.02 0.01 0.42
C 1.672816 -4.551387 -1.239647 0.03 0.04 0.04 -0.24
H 0.317826 -0.829026 -3.196184 0.05 -0.05 0.03 0.23
H 6.098130 0.536977 -3.525121 0.00 -0.01 0.01 0.39
H -0.645138 2.220224 4.075610 -0.04 0.08 -0.01 0.22
H 0.950510 3.377066 1.268833 -0.01 0.02 0.03 0.24
Cd -0.454281 -0.934044 0.081594 0.11 0.27 0.54 1.41
H 2.302962 -0.843310 4.561944 -0.02 -0.03 0.02 0.23
H -1.595456 3.930172 -3.129122 0.04 0.01 -0.05 0.23
H 0.597562 -1.220462 4.326078 0.05 -0.02 0.00 0.24
C -0.010799 -2.862125 -0.739898 0.02 0.00 -0.05 -0.58
C 4.438696 0.449366 5.318837 0.01 -0.03 0.03 -0.96
As 1.782934 -1.208298 2.140014 0.35 -0.19 0.14 0.81
H -3.837576 -1.720314 -5.718641 0.01 0.02 0.02 0.22
N -4.490816 -3.834922 2.035986 -0.29 -0.19 -0.28 -0.77
C -3.947072 -3.078674 1.085533 -0.02 -0.30 0.22 0.62
H -4.588903 1.095354 -1.971223 -0.03 -0.05 -0.02 0.19
C -4.963061 4.157590 -3.346762 0.02 0.03 -0.02 -0.18
H -0.629671 3.602066 0.502852 -0.01 0.03 0.02 0.24
C -0.123099 3.266017 1.406700 0.08 -0.08 -0.07 -0.95
C -0.645288 -5.012927 -1.688081 -0.07 0.02 -0.02 -0.28
H -3.351874 5.486661 -3.833780 0.00 -0.02 0.01 0.22
C -0.041741 1.981897 -2.590919 0.01 0.02 -0.04 -0.24
H -1.413957 -5.680874 -2.058953 0.06 0.00 0.04 0.22
Br 1.148149 -7.127131 -2.335866 -0.01 0.07 -0.01 0.05
H -1.839227 -3.131903 -6.084956 0.01 0.06 0.00 0.22
H 1.712419 2.879846 3.754250 -0.03 0.03 -0.03 0.22
C -2.629235 3.627018 -3.056596 -0.01 -0.02 -0.01 -0.22
C 1.417433 -0.584438 3.980647 -0.16 0.17 -0.02 -0.71
H 0.077951 0.461483 6.147560 0.05 0.03 -0.02 0.22
C 0.682876 -5.400108 -1.700315 0.04 -0.10 0.00 -0.08
As 3.967065 2.060188 4.295257 -0.02 0.04 0.04 0.88
C 3.622093 3.201026 5.854766 -0.02 0.03 0.07 -0.95
C 0.909962 1.060757 5.766893 -0.01 0.00 -0.01 -0.61
C 1.042157 0.884916 4.246407 0.11 0.07 -0.04 -0.07
N -2.913864 -2.243128 1.232437 0.20 0.35 0.03 -0.46
H 1.814657 0.739803 6.282170 -0.08 0.05 0.00 0.21
H 2.106640 -2.650512 -0.408426 0.07 0.02 0.02 0.21
H 4.577110 3.524825 6.267144 0.01 -0.01 -0.02 0.23
H 0.881158 -3.533673 2.678858 0.01 0.04 -0.01 0.23
C 0.151279 2.305946 -3.934898 -0.01 -0.06 0.07 -0.24
H -4.065882 -3.803825 2.947753 0.01 0.00 0.12 0.45
C 0.859681 2.449033 -1.645439 0.03 -0.08 -0.08 -0.24
S 3.148058 -0.790298 -1.995446 -0.10 0.11 -0.03 -0.35
C 3.722280 -0.933757 2.003786 -0.09 -0.03 -0.09 -0.95
N -4.475165 -3.171130 -0.148082 0.05 0.02 0.06 -0.41
H 2.365885 -3.199500 3.600182 0.01 0.01 0.00 0.22
H -5.240077 -4.475559 1.842432 -0.01 0.01 -0.14 0.41
H 4.239429 -1.559868 2.729685 -0.01 0.02 0.04 0.22
N -4.050397 -2.343797 -1.174164 -0.06 0.32 -0.18 -0.63
C -2.963535 2.366187 -2.574069 -0.20 -0.15 0.35 -0.33
As -1.639586 1.029874 -2.013108 0.26 0.10 -0.58 0.83
H 4.638326 -0.149087 -5.186802 0.00 0.02 0.00 0.39
C 4.231519 -0.276892 -3.163355 0.11 -0.01 0.05 0.31
C -5.308013 2.923847 -2.813273 0.00 0.02 0.00 -0.23
H 3.063599 2.682008 6.633139 0.01 0.02 -0.04 0.22
H -5.735757 4.844048 -3.670310 0.04 -0.01 0.04 0.22
H -6.350064 2.654188 -2.696303 0.02 -0.01 -0.01 0.22
H 2.608089 3.636153 -1.270880 -0.01 -0.01 -0.02 0.22
H -1.077912 0.512353 4.012755 -0.02 0.01 -0.03 0.24
As -0.616761 1.398479 1.733630 -0.54 0.11 -0.04 0.81
H 2.455159 -3.644740 1.882037 0.00 0.02 -0.03 0.24
H -3.777628 0.113060 -4.075127 0.02 -0.05 0.01 0.22
N 4.006176 -0.467996 -4.473661 -0.05 0.05 -0.06 -0.78
O -1.313861 -1.477774 2.505598 -0.48 -0.14 -0.20 -0.48
H -2.021653 -3.465523 -1.211754 0.17 0.02 0.03 0.18
H 5.388778 0.689473 5.798260 0.00 -0.01 0.00 0.24
H -2.793093 2.496085 2.489796 0.02 0.01 0.03 0.23
C 1.917409 3.268784 -2.020403 0.05 -0.02 0.03 -0.21
C -0.636415 -2.050789 -4.670606 -0.01 0.03 0.03 -0.22
```
Positions in Å, forces in eV/Å.

Results
**HOMO energy**: -10.09 eV
**HOMO-LUMO gap**: 7.67 eV
**Total charge**: +1
**Maximum force**: 0.65 eV/A
**ΔE to the lowest compared entry with this formula, charge and spin**: 0.0 kJ/mol